Entry 1:
Here is a cluster of 11 separate species, C5H33N2O10 in total at a distorted geometry from the OMol25 dataset. Energies are from wB97M-V/def2-TZVPD.

Cartesian coordinates (Å):
C  -1.105  -3.642  1.769
C  -1.022  -2.140  1.662
C  -1.961  -1.552  0.638
C  -1.966  -0.038  0.628
C  -3.057  0.624  1.043
N  -3.212  1.960  1.286
N  -0.699  0.671  0.539
H  -0.956  -4.217  0.850
H  -2.127  -3.883  2.082
H  -0.408  -4.084  2.481
H  -1.091  -1.554  2.589
H  0.037  -1.926  1.470
H  -2.982  -1.913  0.795
H  -1.792  -1.916  -0.385
H  -3.976  0.059  1.119
H  -4.056  2.392  1.607
H  -2.369  2.494  1.416
H  -0.539  1.524  1.098
H  0.159  0.168  0.816
H  -0.419  0.949  -0.414
H  -0.891  0.853  -3.937
H  0.363  1.451  -4.519
O  0.017  0.622  -4.175
H  0.502  -5.715  -2.507
H  0.012  -5.377  -1.066
O  0.279  -4.995  -1.910
H  -3.317  2.514  -2.243
H  -2.300  3.718  -2.331
O  -2.545  2.859  -2.679
H  3.160  -2.374  -0.558
H  4.121  -2.315  0.630
O  3.772  -1.767  -0.082
H  1.266  3.156  1.243
H  1.009  2.880  2.667
O  0.580  2.763  1.813
H  -0.443  4.183  1.770
H  -0.536  5.713  1.505
O  -0.892  5.005  2.049
H  1.068  0.370  -2.549
H  1.076  -0.989  -1.754
O  1.023  -0.034  -1.672
H  2.958  3.093  -0.204
H  3.829  3.195  1.042
O  3.159  3.668  0.542
H  1.871  -4.285  -1.420
H  3.266  -4.446  -1.896
O  2.707  -3.769  -1.496
H  2.535  -0.986  0.776
H  2.453  -0.774  2.275
O  1.949  -0.588  1.476

- Lowest unoccupied orbital energy: -2.46 eV
- E_HOMO: -11.4 eV
- Net charge: +1
- Calculated total energy: -29170.5703 eV
- Kohn-Sham gap: 8.9633 eV

Entry 2:
Here is a cluster of 12 separate species, C5H33NO12 in total at a distorted geometry from the OMol25 dataset. Energies are from wB97M-V/def2-TZVPD.

Cartesian coordinates (Å):
C  -0.074  1.189  -0.414
C  -0.179  -0.018  0.475
C  -1.622  -0.319  0.898
C  0.447  -1.338  -0.382
N  0.044  -2.593  0.113
C  1.955  -1.090  -0.112
O  2.449  -0.148  -0.704
H  -0.486  0.944  -1.396
H  -0.490  2.137  -0.039
H  0.948  1.529  -0.594
H  0.351  0.100  1.445
H  -2.146  -0.823  0.094
H  -2.002  0.637  1.210
H  -1.616  -0.997  1.733
H  0.090  -1.089  -1.364
H  -0.698  -3.103  -0.339
H  -0.086  -2.684  1.112
H  2.619  -1.733  0.479
O  -2.673  -1.973  -2.201
H  -2.720  -2.598  -2.931
H  -2.794  -1.071  -2.566
O  -3.216  0.668  -3.126
H  -3.374  0.880  -2.192
H  -2.258  0.808  -3.105
O  -0.265  3.178  2.750
H  -0.347  4.103  2.500
H  0.604  2.868  2.430
O  1.807  -2.179  -2.762
H  1.240  -2.926  -2.536
H  2.568  -2.343  -2.199
O  0.711  0.612  3.991
H  1.579  0.981  3.711
H  0.207  1.430  4.125
O  2.328  2.311  2.885
H  2.284  1.855  2.024
H  2.965  2.993  2.638
O  3.416  2.423  -0.001
H  4.170  1.878  0.240
H  3.324  2.346  -0.949
O  -2.873  2.501  -1.008
H  -2.388  1.835  -0.503
H  -2.382  3.321  -1.027
O  1.875  1.122  -3.421
H  1.509  0.302  -3.032
H  2.479  1.153  -2.660
O  -0.159  -1.912  2.918
H  0.197  -1.012  3.047
H  -0.222  -2.568  3.608
O  -3.390  -3.569  -0.057
H  -3.109  -3.178  -0.902
H  -2.679  -3.520  0.581

- Lowest unoccupied orbital energy: -0.07 eV
- SMILES: CC(C)[C@H](N)C=O.O.O.O.O.O.O.O.O.O.O.O
- E_HOMO: -8.8 eV
- Calculated total energy: -31779.4502 eV
- Kohn-Sham gap: 8.7585 eV

Entry 3:
Here is a cluster of 12 separate species, C5H33NO12 in total at a distorted geometry from the OMol25 dataset. Energies are from wB97M-V/def2-TZVPD.

Cartesian coordinates (Å):
O  -1.319  -0.088  0.529
C  -1.340  -0.490  -0.614
N  -0.231  -0.694  -1.417
C  1.098  -0.654  -0.914
C  1.297  0.894  -0.496
C  1.581  1.774  -1.664
C  3.078  1.720  -2.198
H  -2.368  -0.645  -1.036
H  -0.407  -1.052  -2.368
H  1.826  -0.928  -1.672
H  1.182  -1.322  -0.038
H  1.907  0.843  0.414
H  0.337  1.224  -0.064
H  0.851  1.562  -2.448
H  1.501  2.844  -1.484
H  3.174  1.650  -3.299
H  3.634  2.552  -1.780
H  3.455  0.803  -1.758
H  1.386  3.409  1.630
H  1.234  4.544  1.029
O  2.002  3.928  1.077
H  0.170  -3.692  -3.373
H  1.459  -3.002  -3.174
O  0.488  -2.785  -3.256
H  -2.843  0.223  1.478
H  -3.607  1.625  1.801
O  -3.060  0.902  2.141
H  0.324  -0.047  -4.308
H  -0.079  -1.506  -4.331
O  -0.466  -0.602  -4.361
H  0.179  0.691  3.013
H  1.648  1.261  3.084
O  1.111  0.460  3.143
H  -0.067  -1.892  3.407
H  -0.179  -1.526  1.910
O  -0.553  -2.089  2.599
H  3.512  -2.476  -2.613
H  2.885  -3.017  -1.416
O  3.001  -3.260  -2.354
H  -1.765  3.560  3.229
H  -2.220  2.085  3.467
O  -1.544  2.635  3.062
H  -4.338  -0.515  2.217
H  -3.710  -1.954  2.034
O  -4.471  -1.402  1.846
H  -2.639  3.047  1.433
H  -2.610  2.014  0.391
O  -2.566  2.964  0.462
H  2.168  -2.282  1.373
H  1.588  -3.669  1.329
O  2.307  -3.144  0.954

- Lowest unoccupied orbital energy (spin up / spin down): -3.63 / -8.77 eV
- E_HOMO (spin up / spin down): -13.7 / -13.7 eV
- Net charge: +1
- Calculated total energy: -31770.6939 eV
- Kohn-Sham gap (spin up / spin down): 10.0673 / 4.9273 eV
- Spin multiplicity: 2

Entry 4:
Here is a structure of composition C5H33NO13 at a distorted geometry from the OMol25 dataset. Energies are from wB97M-V/def2-TZVPD.

Cartesian coordinates (Å):
O  -1.806  -3.095  -0.581
C  -1.015  -2.967  0.357
N  0.185  -3.520  0.335
C  1.396  -3.268  1.137
O  1.147  -3.301  2.513
C  -1.445  -1.857  1.387
C  -0.439  -0.725  1.503
C  -0.003  -0.018  0.204
H  0.461  -4.035  -0.484
H  2.107  -4.054  0.940
H  1.771  -2.277  0.913
H  0.344  -3.721  2.811
H  -2.419  -1.546  1.019
H  -1.555  -2.352  2.355
H  0.408  -1.101  2.061
H  -0.940  0.028  2.114
H  -0.460  -0.421  -0.690
H  1.076  -0.112  0.059
H  -0.258  1.032  0.292
H  2.575  0.613  -3.497
H  1.427  0.211  -2.525
O  2.393  0.221  -2.632
H  -0.224  -0.878  -2.756
H  0.223  -0.052  -3.889
O  0.415  -0.157  -2.945
H  -1.696  3.096  0.788
H  -1.367  3.557  2.265
O  -2.047  3.216  1.679
H  -1.332  -2.848  -2.899
H  -2.175  -1.539  -2.837
O  -1.382  -1.949  -3.228
H  2.476  -0.546  2.487
H  2.662  0.444  3.633
O  2.588  0.397  2.671
H  -3.767  2.013  1.232
H  -4.068  0.445  1.053
O  -4.190  1.313  0.682
H  3.281  0.543  0.637
H  2.881  0.690  -0.904
O  3.438  1.039  -0.174
H  2.410  2.471  2.023
H  2.738  2.542  0.605
O  2.284  3.088  1.296
H  -1.957  1.065  -1.772
H  -3.355  0.786  -1.003
O  -2.616  0.379  -1.501
H  -0.124  2.561  -1.671
H  -0.440  1.320  -2.680
O  -0.755  2.165  -2.301
H  0.270  4.443  -0.192
H  0.854  3.147  0.247
O  0.025  3.517  -0.134

- Lowest unoccupied orbital energy (spin up / spin down): -4.29 / -9.11 eV
- E_HOMO (spin up / spin down): -12.8 / -12.8 eV
- Net charge: +1
- Calculated total energy: -33817.8849 eV
- Kohn-Sham gap (spin up / spin down): 8.4995 / 3.6801 eV
- Spin multiplicity: 2

Entry 5:
Here is a structure of composition C5H33O12S at a distorted geometry from the OMol25 dataset. Energies are from wB97M-V/def2-TZVPD.

Cartesian coordinates (Å):
C  -0.847  2.729  2.179
O  -0.328  2.058  3.341
C  -0.957  1.692  1.075
C  -1.560  2.145  -0.275
C  -3.067  2.062  -0.242
S  -3.790  0.406  -0.168
C  -2.817  -0.604  -1.273
H  -0.157  3.520  1.890
H  -1.794  3.111  2.571
H  -1.595  0.847  1.346
H  0.078  1.417  0.921
H  -1.317  3.194  -0.442
H  -1.206  1.449  -1.034
H  -3.576  2.431  -1.146
H  -3.484  2.604  0.611
H  -1.737  -0.445  -1.254
H  -3.192  -0.620  -2.294
H  -2.935  -1.573  -0.786
H  1.016  -0.831  1.837
H  0.193  -0.563  0.576
O  0.107  -0.903  1.494
H  3.230  0.627  0.346
H  1.777  -0.959  -0.497
O  1.168  -0.333  -0.903
H  -1.304  -1.974  1.155
H  -2.305  -2.742  2.041
O  -2.155  -2.456  1.135
H  0.768  3.737  -1.550
H  1.500  3.050  -0.370
O  0.890  3.787  -0.596
H  -0.110  -2.429  -2.404
H  0.816  -1.091  -2.429
O  0.187  -1.672  -2.922
H  3.434  0.471  1.908
H  -0.086  1.152  3.134
O  3.447  -0.048  1.091
H  3.230  1.517  -1.226
H  1.704  0.730  -0.822
O  2.518  1.622  -0.585
H  3.436  -3.191  2.101
H  3.490  -1.757  1.934
O  3.594  -2.412  2.647
H  -1.168  -4.456  -1.813
H  -1.569  -4.001  -0.341
O  -0.925  -3.914  -1.053
H  2.163  0.942  -3.889
H  0.734  0.379  -4.013
O  1.315  1.094  -4.314
H  0.678  -2.721  1.480
H  1.152  -3.674  0.460
O  1.355  -3.407  1.369

- Lowest unoccupied orbital energy (spin up / spin down): -0.50 / -5.13 eV
- E_HOMO (spin up / spin down): -9.6 / -9.6 eV
- Calculated total energy: -41122.8907 eV
- Kohn-Sham gap (spin up / spin down): 9.1195 / 4.4842 eV
- Spin multiplicity: 2

Entry 6:
Here is a cluster of 11 separate species, C5H34N2O10 in total at a distorted geometry from the OMol25 dataset. Energies are from wB97M-V/def2-TZVPD.

Cartesian coordinates (Å):
C  1.520  2.239  -0.423
C  1.281  0.862  0.227
C  -0.196  0.935  0.631
C  -0.652  0.183  1.918
C  -0.562  -1.091  2.227
N  -1.457  1.102  2.803
N  1.458  -0.292  -0.641
H  2.561  2.047  -0.624
H  1.422  3.165  0.129
H  1.082  2.372  -1.388
H  1.652  0.757  1.286
H  -0.822  0.602  -0.210
H  -0.356  2.036  0.766
H  -0.870  -1.563  3.102
H  -0.279  -1.788  1.442
H  -2.091  1.591  2.144
H  -2.057  0.643  3.507
H  -0.900  1.668  3.433
H  2.464  -0.624  -0.739
H  0.938  -1.205  -0.299
H  1.074  -0.054  -1.546
H  3.276  -1.248  3.007
H  1.828  -0.940  3.444
O  2.457  -0.875  2.715
H  -2.936  2.849  -2.689
H  -3.330  1.626  -1.918
O  -2.684  2.378  -1.926
H  4.270  -2.232  -0.850
H  4.220  -1.380  -2.307
O  3.962  -1.534  -1.421
H  1.821  -1.554  -3.057
H  0.643  -0.832  -3.574
O  0.902  -1.717  -3.298
H  -0.119  -2.543  -1.698
H  -0.150  -3.105  -0.184
O  0.396  -2.609  -0.830
H  -0.432  1.577  -3.859
H  -0.768  1.708  -2.366
O  -0.459  1.050  -3.073
H  1.890  1.669  3.625
H  0.863  2.946  3.703
O  1.038  2.040  3.490
H  -3.066  3.408  0.966
H  -2.531  2.536  -0.101
O  -2.765  2.505  0.845
H  -1.431  -1.242  -2.405
H  -2.816  -1.108  -1.682
O  -1.905  -1.097  -1.486
H  -2.128  -4.206  -0.946
H  -2.592  -3.958  0.557
O  -2.016  -3.657  -0.146

- Lowest unoccupied orbital energy: -5.08 eV
- E_HOMO: -16.3 eV
- Net charge: +2
- Calculated total energy: -29176.7705 eV
- Kohn-Sham gap: 11.2431 eV

Entry 7:
Here is a cluster of 11 separate species, C5H34N2O10S in total at a distorted geometry from the OMol25 dataset. Energies are from wB97M-V/def2-TZVPD.

Cartesian coordinates (Å):
C  0.044  2.410  2.286
N  -0.466  2.001  0.928
C  -1.068  0.669  0.877
C  -0.170  -0.291  0.070
N  0.880  -0.753  0.963
C  -2.538  0.593  0.303
C  -3.683  0.892  1.295
S  -3.390  0.877  3.062
H  0.182  1.483  2.847
H  -0.738  2.984  2.773
H  1.030  2.844  2.117
H  0.273  1.954  0.243
H  -1.213  0.405  1.948
H  0.308  0.311  -0.684
H  -0.764  -1.018  -0.495
H  1.554  -1.450  0.634
H  0.429  -1.045  1.823
H  -2.668  -0.352  -0.240
H  -2.606  1.351  -0.512
H  -3.972  1.957  1.141
H  -4.556  0.279  1.080
H  -3.465  -0.374  3.483
O  2.325  -1.099  -1.956
H  1.935  -1.974  -1.982
H  3.170  -1.090  -2.419
O  -1.754  4.069  -0.688
H  -1.792  3.519  0.111
H  -1.042  4.696  -0.560
O  0.529  -2.288  3.593
H  1.388  -2.195  4.022
H  0.737  -3.139  3.164
O  0.199  -2.773  -2.018
H  0.372  -2.116  -2.747
H  -0.767  -2.845  -1.999
O  3.513  1.216  -0.260
H  4.007  1.163  0.585
H  2.734  0.698  0.021
O  -1.764  -4.003  1.558
H  -1.702  -3.215  2.092
H  -1.155  -3.942  0.824
O  2.961  1.274  -2.935
H  3.567  1.151  -2.190
H  2.133  1.437  -2.469
O  0.481  -0.550  -3.699
H  1.319  -0.207  -3.281
H  -0.114  0.108  -3.283
O  1.934  -3.395  -0.054
H  2.566  -3.689  -0.717
H  1.098  -3.605  -0.505
O  -0.054  1.998  -2.638
H  -0.890  2.480  -2.636
H  0.665  2.589  -2.877

- Lowest unoccupied orbital energy: 0.14 eV
- SMILES: CN[C@H](CN)CCS.O.O.O.O.O.O.O.O.O.O
- E_HOMO: -8.7 eV
- Calculated total energy: -40026.4680 eV
- Kohn-Sham gap: 8.7971 eV

Entry 8:
Here is a cluster of 10 separate species, C5H34N3O9 in total from the OMol25 dataset. Energies are from wB97M-V/def2-TZVPD.

Cartesian coordinates (Å):
N  0.855  1.727  0.950
C  -0.359  1.711  1.807
C  -0.990  0.320  1.866
N  -1.505  -0.094  0.542
C  -0.908  -1.366  0.071
C  -1.458  -2.553  0.834
C  -1.157  -1.505  -1.435
N  -0.101  -2.341  -2.052
H  1.583  1.067  1.265
H  1.208  2.673  0.868
H  0.650  1.420  -0.008
H  -1.066  2.414  1.380
H  -0.091  2.015  2.817
H  -1.787  0.358  2.604
H  -0.256  -0.402  2.224
H  -2.504  -0.215  0.634
H  0.170  -1.269  0.214
H  -0.929  -3.488  0.634
H  -1.428  -2.444  1.924
H  -2.519  -2.708  0.618
H  -2.142  -1.952  -1.607
H  -1.195  -0.523  -1.909
H  -0.287  -3.315  -1.849
H  -0.139  -2.230  -3.061
H  0.201  3.308  -1.473
H  -0.896  4.174  -0.804
O  -0.222  3.521  -0.600
H  -1.589  1.400  -4.451
H  -1.815  1.319  -2.922
O  -1.197  1.052  -3.640
H  3.529  -2.348  -1.113
H  2.114  -1.753  -1.520
O  2.930  -1.601  -1.002
H  -3.417  1.544  -1.188
H  -1.965  1.691  -0.703
O  -2.554  1.894  -1.454
H  2.866  0.336  -1.171
H  1.438  -0.167  -1.368
O  1.944  0.623  -1.114
H  1.406  1.947  -2.315
H  0.157  2.071  -3.252
O  0.873  2.592  -2.832
H  2.651  -0.942  0.607
H  3.553  -0.359  1.736
O  2.631  -0.460  1.474
H  -1.630  -2.294  4.613
H  -0.455  -1.901  3.680
O  -1.394  -1.707  3.890
H  1.990  -2.375  3.949
H  1.712  -1.555  2.641
O  1.309  -2.144  3.310

- Lowest unoccupied orbital energy: -2.66 eV
- E_HOMO: -12.5 eV
- Net charge: +1
- Calculated total energy: -28630.6057 eV
- Kohn-Sham gap: 9.8114 eV

Entry 9:
Here is a cluster of 10 separate species, C5H34N3O9 in total at a distorted geometry from the OMol25 dataset. Energies are from wB97M-V/def2-TZVPD.

Cartesian coordinates (Å):
N  -1.127  -1.449  -1.009
C  -0.957  -0.053  -0.380
C  -0.939  -0.213  1.126
C  -2.226  0.308  1.763
N  -2.431  1.743  1.411
C  0.391  0.427  -0.881
N  0.462  1.883  -0.594
C  1.005  2.691  -1.743
H  -0.218  -1.912  -1.102
H  -1.792  -1.972  -0.424
H  -1.469  -1.374  -1.979
H  -1.867  0.413  -0.755
H  -0.757  -1.262  1.457
H  -0.125  0.304  1.661
H  -3.201  -0.125  1.346
H  -2.220  0.008  2.793
H  -1.598  2.317  1.546
H  -3.101  2.164  2.039
H  0.518  0.276  -2.033
H  1.284  -0.103  -0.528
H  0.939  2.128  0.280
H  2.093  2.648  -1.631
H  0.656  2.234  -2.675
H  0.710  3.722  -1.467
H  -3.187  2.644  -0.432
H  -1.751  2.276  -0.593
O  -2.484  2.617  -1.127
H  2.971  -2.423  2.056
H  3.203  -1.037  2.497
O  2.478  -1.671  2.440
H  0.598  -2.628  3.461
H  -0.885  -2.761  4.050
O  -0.171  -3.195  3.580
H  -2.520  1.514  -2.726
H  -3.863  1.042  -2.220
O  -3.175  0.813  -2.857
H  1.825  -2.138  -1.995
H  1.356  -2.087  -3.464
O  1.213  -1.655  -2.616
H  -0.791  -3.500  1.901
H  -0.748  -4.531  0.757
O  -1.134  -3.686  1.001
H  5.009  0.296  -1.385
H  3.928  0.385  -0.492
O  4.639  -0.250  -0.664
H  -0.758  4.570  0.906
H  0.702  4.617  1.358
O  0.125  4.277  0.655
H  3.329  -2.000  -0.666
H  3.317  -3.532  -0.808
O  2.746  -2.759  -0.837

- Lowest unoccupied orbital energy: -2.62 eV
- E_HOMO: -11.7 eV
- Net charge: +1
- Calculated total energy: -28628.4902 eV
- Kohn-Sham gap: 9.0611 eV

Listing relative energy (zero: lowest compared OMol25 entry of this formula, charge and spin) for the structures above in their given order: 199.5 394.7 175.9 190.9 0.0 209.9 281.8 0.0 204.1 kJ/mol.